This record from the OMol25 dataset describes a structure of composition C6H14NO. The level of theory is ωB97M-V/def2-TZVPD.

Summary:
Total charge = 0
Total energy = -366.605690 hartree
HOMO energy (alpha / beta) = -8.140 / -8.203 eV
ΔE to the lowest compared entry with this formula, charge and spin = 203.4 kcal per mole
2S+1 = 2
Orbital gap (alpha / beta) = 0.262 / 0.255 hartree

Cartesian coordinates (Å):
1 C 0.276 -0.980 -1.583
2 C -0.894 0.078 -1.477
3 C 0.559 0.344 0.945
4 C 1.860 -0.020 1.303
5 C 2.323 1.412 2.497
6 N -2.026 -0.099 -0.638
7 C -3.273 -0.850 -1.626
8 O -2.888 -1.756 -2.543
9 H 1.227 -0.432 -1.409
10 H 0.321 -1.423 -2.532
11 H 0.050 -1.576 -0.658
12 H -0.901 1.048 -2.007
13 H 0.453 1.318 0.383
14 H -0.291 -0.011 1.638
15 H 2.604 -0.009 0.512
16 H 2.011 -0.846 1.972
17 H 1.506 1.237 3.199
18 H 3.416 1.181 2.733
19 H 2.305 2.441 2.090
20 H -0.948 0.248 -0.121
21 H -3.804 0.030 -1.956
22 H -3.885 -1.332 -0.720

Mulliken population analysis, charges in e, atoms 1 to 2:
1 C -0.863
2 C -0.004

=====

This record from the OMol25 dataset describes a structure of composition C27H24Br5NO3PtS2. The level of theory is ωB97M-V/def2-TZVPD.

Summary:
Total charge = 0
Total energy = -15109.410246 hartree
HOMO energy (alpha / beta) = -7.810 / -8.512 eV
ΔE to the lowest compared entry with this formula, charge and spin = 14.9 kcal per mole
2S+1 = 5
Orbital gap (alpha / beta) = 0.258 / 0.207 hartree

Cartesian coordinates (Å):
1 Pt 1.538 -2.059 -0.491
2 S 1.943 -4.156 0.947
3 C 0.275 -4.389 0.608
4 N -0.332 -3.503 -0.104
5 C -1.666 -3.820 -0.343
6 C -2.572 -3.076 -1.096
7 C -3.864 -3.551 -1.229
8 C -4.257 -4.750 -0.626
9 C -3.363 -5.495 0.121
10 C -2.063 -5.017 0.257
11 S -0.717 -5.723 1.112
12 H -2.243 -2.154 -1.562
13 H -4.583 -2.991 -1.815
14 H -5.274 -5.102 -0.748
15 H -3.665 -6.427 0.582
16 C -1.562 1.888 -3.541
17 C -1.713 2.307 -2.079
18 C -3.210 2.361 -1.728
19 C -1.091 3.705 -1.903
20 C -1.029 1.338 -1.127
21 C -0.436 0.148 -1.589
22 C 0.152 -0.630 -0.653
23 Br 1.812 -2.764 -2.747
24 C 0.261 -0.259 0.725
25 O 1.013 -1.086 1.341
26 C -0.346 0.948 1.225
27 C -0.979 1.681 0.260
28 C -0.250 1.361 2.685
29 C -1.003 2.668 2.940
30 C -0.864 0.250 3.558
31 C 1.230 1.573 3.064
32 H -2.057 2.626 -4.174
33 H -2.027 0.920 -3.739
34 H -0.511 1.840 -3.838
35 H -3.714 3.083 -2.377
36 H -3.371 2.665 -0.691
37 H -3.678 1.383 -1.875
38 H -1.450 4.365 -2.695
39 H -0.001 3.655 -1.964
40 H -1.361 4.157 -0.946
41 H -0.422 -0.117 -2.636
42 H -1.448 2.608 0.560
43 H -2.069 2.578 2.705
44 H -0.583 3.495 2.360
45 H -0.917 2.924 3.996
46 H -1.900 0.053 3.266
47 H -0.857 0.560 4.606
48 H -0.298 -0.679 3.473
49 H 1.685 2.337 2.426
50 H 1.810 0.655 2.969
51 H 1.291 1.913 4.102
52 Br 8.214 0.604 0.506
53 C 6.374 0.493 0.143
54 C 5.638 1.689 -0.174
55 Br 6.512 3.352 -0.175
56 C 4.303 1.620 -0.459
57 Br 3.253 3.139 -0.833
58 C 3.605 0.367 -0.481
59 O 2.394 0.257 -0.767
60 C 4.349 -0.842 -0.111
61 O 3.732 -1.937 -0.049
62 C 5.740 -0.722 0.185
63 Br 6.620 -2.321 0.641

Mulliken population analysis, charges in e, atoms 1 to 2:
1 Pt 2.478
2 S -0.252

=====

This record from the OMol25 dataset describes a cluster of 2 separate species, C4H10N2O in total. The level of theory is ωB97M-V/def2-TZVPD.

Summary:
Total charge = +2
Total energy = -342.279820 hartree
HOMO energy (alpha / beta) = -19.888 / -18.759 eV
ΔE to the lowest compared entry with this formula, charge and spin = 101.8 kcal per mole
Orbital gap (alpha / beta) = 0.348 / 0.266 hartree

Cartesian coordinates (Å):
1 C 2.328 -0.932 -0.494
2 C -0.707 0.558 0.276
3 C 0.268 -1.652 -1.553
4 C -1.038 1.385 2.585
5 N -1.403 0.898 -0.754
6 N 1.115 -0.952 -0.730
7 O -0.484 0.513 1.452
8 H 3.062 -1.661 -0.968
9 H 2.894 -0.223 0.161
10 H 0.724 -2.549 -1.820
11 H -0.243 -0.967 -2.279
12 H -0.544 -1.967 -0.867
13 H -1.988 1.689 2.047
14 H -0.364 2.367 2.548
15 H -1.097 0.875 3.445
16 H -1.216 0.646 -1.725
17 H -2.146 1.600 -0.637

Mulliken population analysis, charges in e, atoms 1 to 2:
1 C -0.091
2 C 0.780